Entry 1:
Entry from OMol25: a cluster of 2 separate species, BrH2NO2P in total in a non-equilibrium geometry (wB97M-V/def2-TZVPD).

Each line ends with the Mulliken charge.
Geometry (Å):
1 N 0.791864 -0.069657 0.330214  -0.46
2 O -4.260224 1.733090 -1.444260  -0.54
3 O -3.839883 1.748830 1.120005  -0.54
4 P -3.843011 1.025402 -0.195338  0.44
5 Br -5.050632 -0.954331 0.003550  -0.36
6 H 0.426127 -0.945614 0.694857  0.23
7 H 0.925829 0.808458 0.843428  0.23

Atomic forces in eV per Å
N 0.81 0.28 -1.88
O 0.01 -0.47 0.06
O -0.01 -0.61 -0.26
P 0.45 1.59 0.14
Br -0.41 -0.52 0.08
H -0.18 0.80 1.09
H -0.67 -1.08 0.77

The value obtained for the HOMO energy (alpha / beta) is -5.51 / -3.34 eV. Its net charge is -1. Its HOMO-LUMO gap (alpha / beta) is 8.71 / 5.22 eV. The relative energy (zero: lowest compared OMol25 entry of this formula, charge and spin) is 402.5 kJ/mol.



Entry 2:
Entry from OMol25: a structure of composition C27H36MoN3S7 in a non-equilibrium geometry (wB97M-V/def2-TZVPD).

Each line ends with the Mulliken charge.
Geometry (Å):
1 Mo 0.035892 -0.097793 -0.453237  -1.49
2 C -1.872571 1.364301 4.895117  -0.12
3 C -2.405352 2.486171 4.020327  -0.95
4 S -2.166522 2.224578 2.214525  0.09
5 C -0.920335 3.495020 1.825816  -1.02
6 C 0.491553 3.123892 2.242593  -0.92
7 S 1.201889 1.545463 1.570240  0.65
8 C 1.765107 0.930054 3.197370  -0.81
9 C 0.703434 0.312245 4.095897  0.65
10 S -0.094517 1.501815 5.241582  -0.21
11 H -2.055945 0.384634 4.455502  -0.17
12 H -2.355721 1.398440 5.873868  0.47
13 H -1.965001 3.441733 4.304883  0.36
14 H -3.489515 2.542252 4.141505  0.46
15 H -1.229945 4.412659 2.328980  0.57
16 H -0.986371 3.644064 0.751436  0.38
17 H 0.516995 3.028352 3.323432  0.32
18 H 1.201277 3.891580 1.927331  0.55
19 H 2.268981 1.758947 3.694934  0.75
20 H 2.501197 0.179284 2.930704  -0.17
21 H 1.162315 -0.442246 4.735626  0.52
22 H -0.072044 -0.162357 3.502609  -1.08
23 S -1.741021 1.724437 -1.012643  -0.17
24 S -3.525797 0.838147 -1.341396  -0.20
25 S -2.969900 -1.175962 -1.948080  -0.21
26 S -1.075873 -0.915087 -2.547740  0.03
27 N -1.487369 -1.154608 0.811087  0.32
28 C -1.312784 -2.004424 1.957348  0.04
29 C -2.450020 -2.219146 2.734971  -0.68
30 C -2.465899 -3.094949 3.802159  -0.67
31 C -1.323310 -3.839482 4.055299  -0.98
32 C -0.181019 -3.607737 3.319231  -1.39
33 C -0.092220 -2.624365 2.312001  0.54
34 C 1.273330 -2.226914 1.891749  0.91
35 C 2.271499 -2.292399 2.876429  -0.32
36 C 3.574283 -1.885440 2.665216  -1.05
37 C 3.938946 -1.373848 1.415366  -0.72
38 C 2.995462 -1.298864 0.423631  -0.69
39 C 1.646476 -1.715050 0.608597  1.38
40 H -1.824008 -1.734638 0.031564  0.15
41 H -2.249747 -0.500386 0.991214  0.41
42 H -3.351592 -1.673223 2.477446  0.54
43 H -3.358423 -3.211468 4.401683  0.42
44 H -1.321534 -4.590569 4.834978  0.42
45 H 0.692129 -4.213621 3.519800  0.61
46 H 2.005948 -2.635786 3.867759  0.43
47 H 4.298299 -1.948558 3.467349  0.34
48 H 4.954501 -1.043012 1.238043  0.40
49 H 3.270972 -0.966750 -0.570062  0.42
50 N 2.032961 1.607363 -6.527921  -0.99
51 C 2.213003 2.369977 -3.688618  -1.59
52 C 1.559748 1.187158 -3.098819  -0.30
53 N 1.405704 1.244524 -1.572291  0.51
54 H 2.133657 1.971949 -5.518136  0.45
55 H 1.035445 1.487501 -6.684413  0.26
56 H 2.425736 0.669514 -6.526610  0.27
57 H 1.652991 3.304024 -3.631919  0.29
58 H 3.284467 2.484498 -3.515430  0.22
59 H 2.127431 0.271927 -3.302535  0.15
60 H 0.544373 1.064815 -3.480569  0.21
61 H 0.943959 2.134880 -1.393203  0.20
62 H 2.341136 1.326776 -1.183554  0.12
63 C 0.866503 -1.860861 -0.598829  0.14
64 C 0.756973 -3.122586 -1.310856  0.20
65 C 0.309032 -4.290158 -0.680396  0.06
66 C 0.156696 -5.469257 -1.391648  -1.09
67 C 0.476363 -5.521483 -2.740035  -0.48
68 C 0.942901 -4.377751 -3.374391  -0.83
69 C 1.083576 -3.195411 -2.671198  -0.07
70 H 0.057082 -4.260058 0.371821  0.54
71 H -0.213142 -6.354020 -0.887221  0.41
72 H 0.366160 -6.445813 -3.293164  0.37
73 H 1.196050 -4.406264 -4.426924  0.42
74 H 1.448981 -2.300626 -3.158285  0.40

Atomic forces in eV per Å
Mo -0.05 -0.69 -0.95
C 0.34 0.13 0.04
C -0.19 -0.16 -0.56
S 0.05 0.12 0.28
C -0.05 -0.55 -0.01
C 0.02 0.01 -0.48
S -0.29 0.43 0.75
C -0.13 -0.28 -0.51
C -0.12 0.21 0.19
S 0.08 -0.20 0.10
H -0.09 -0.04 0.01
H -0.02 -0.05 -0.02
H -0.09 0.02 0.05
H 0.02 0.12 0.11
H 0.11 0.06 -0.06
H -0.13 0.02 -0.05
H 0.14 -0.01 -0.03
H -0.12 0.12 0.05
H 0.10 -0.01 -0.07
H 0.10 0.01 0.16
H 0.03 -0.05 -0.11
H -0.08 -0.08 -0.01
S 0.42 0.36 0.24
S -0.34 -0.35 0.11
S -0.20 0.20 0.02
S 0.25 0.09 0.19
N 0.00 0.27 0.06
C 0.31 -0.15 0.20
C -0.13 0.05 0.01
C 0.08 0.03 -0.06
C -0.08 -0.05 0.08
C 0.02 0.01 -0.13
C -0.43 -0.01 0.20
C 0.31 0.33 -0.23
C -0.10 0.00 0.05
C 0.14 -0.08 -0.14
C -0.01 -0.02 0.27
C -0.05 0.00 0.01
C 0.75 -0.92 0.43
H -0.15 0.07 0.02
H 0.01 0.06 -0.04
H 0.01 -0.01 -0.05
H -0.03 -0.05 -0.03
H 0.03 -0.02 -0.01
H 0.05 0.07 0.04
H -0.02 0.00 0.00
H -0.01 -0.01 0.01
H 0.01 -0.02 -0.06
H -0.02 0.05 0.01
N 0.08 0.22 0.25
C 0.04 -0.13 0.23
C 0.43 0.77 -0.76
N -0.86 -0.62 0.76
H -0.09 -0.36 -0.75
H 0.02 -0.02 0.02
H -0.03 0.01 0.02
H -0.05 0.02 0.04
H 0.03 -0.03 0.13
H -0.10 -0.09 0.14
H -0.01 -0.09 0.13
H 0.38 0.27 -0.23
H 0.00 0.15 0.00
C -0.37 1.20 0.15
C 0.02 -0.46 -0.28
C 0.05 0.23 0.00
C 0.01 -0.11 -0.02
C -0.02 -0.01 0.00
C 0.10 -0.04 -0.03
C 0.03 0.04 0.17
H -0.02 -0.05 0.01
H 0.01 0.00 0.00
H -0.03 0.00 0.00
H 0.00 0.00 0.00
H -0.05 0.00 -0.06

The value obtained for the HOMO energy (alpha / beta) is -2.36 / -2.37 eV. Its net charge is -1. As for the spin multiplicity: 3. Its HOMO-LUMO gap (alpha / beta) is 4.29 / 4.23 eV.



Entry 3:
Entry from OMol25: the molecule C4H7NO (wB97M-V/def2-TZVPD).

Each line ends with the Mulliken charge.
Geometry (Å):
1 H 1.612625 -2.958889 0.369668  0.25
2 N 0.852337 -2.396031 0.754198  -0.60
3 C 1.102093 -1.160158 0.607001  -0.01
4 C 0.084684 -0.117554 0.982235  -0.54
5 C -0.603949 0.337122 -0.275065  -0.41
6 C -0.637060 1.595596 -0.706380  0.06
7 O -1.294576 2.040076 -1.808028  -0.49
8 H 2.010168 -0.774594 0.120893  0.37
9 H -0.636650 -0.572894 1.670543  0.23
10 H 0.558033 0.733257 1.488745  0.30
11 H -1.085126 -0.447791 -0.860897  0.23
12 H -0.130859 2.410610 -0.194299  0.32
13 H -1.831720 1.311249 -2.148614  0.30

Atomic forces in eV per Å
H -0.05 0.01 0.10
N 0.26 0.32 -0.11
C -0.11 -0.18 0.00
C -0.01 0.00 0.10
C -0.06 0.20 -0.10
C 0.14 -0.17 0.29
O -0.15 -0.14 -0.12
H -0.06 -0.12 0.07
H 0.12 0.04 -0.09
H -0.04 -0.14 -0.12
H -0.05 0.14 0.09
H -0.07 -0.13 -0.03
H 0.10 0.16 -0.07

The value obtained for the HOMO energy is -8.96 eV. As for the SMILES: [H]/N=C/C/C=C/O. Its HOMO-LUMO gap is 9.91 eV. The relative energy (zero: lowest compared OMol25 entry of this formula, charge and spin) is 173.3 kJ/mol.



For the records above, the corresponding electronic energy values read -84949.743; -110755.959; -7797.849 eV.